Record 1
{"formula": "C25H30BrCl4N4O5SiZr", "method": "ωB97M-V with the def2-TZVPD basis set", "species": ["Zr", "Cl", "C", "C", "Cl", "C", "Cl", "C", "O", "C", "O", "C", "Cl", "O", "C", "C", "C", "N", "C", "Br", "C", "H", "H", "H", "H", "N", "C", "O", "C", "C", "C", "N", "C", "C", "H", "H", "H", "H", "H", "H", "C", "Si", "C", "C", "C", "H", "H", "H", "H", "H", "H", "H", "H", "H", "H", "H", "C", "N", "C", "C", "C", "O", "H", "H", "H", "H", "H", "H", "H", "H", "H"], "coordinates": [[-5.59405, 5.82712, 18.60045], [-0.95628, 1.71626, 21.50376], [-2.44036, 2.54185, 21.18538], [-3.54452, 2.28970, 21.95964], [-3.55338, 1.07203, 23.11626], [-4.76323, 2.86280, 21.51626], [-6.27305, 2.60670, 22.39390], [-4.76473, 3.73934, 20.45199], [-5.89635, 4.23958, 19.92090], [-3.55946, 3.99316, 19.70382], [-3.76324, 4.75282, 18.61902], [-2.37853, 3.39454, 20.12098], [-0.95685, 3.94717, 19.38895], [-4.49541, 5.29446, 12.44314], [-4.36846, 5.72704, 13.75713], [-3.37955, 5.25653, 14.67393], [-3.55235, 5.54825, 15.99655], [-4.52603, 6.36223, 16.49575], [-5.42619, 6.84885, 15.59720], [-6.85543, 7.95386, 16.26737], [-5.42653, 6.47952, 14.24919], [-3.94727, 4.48887, 12.26304], [-2.65456, 4.50464, 14.35966], [-2.81880, 5.18946, 16.76635], [-6.17540, 6.86136, 13.51126], [-11.41413, 9.22867, 21.46968], [-11.25905, 7.85564, 21.16128], [-12.18375, 7.05114, 21.36052], [-9.96255, 7.41944, 20.56452], [-9.07372, 8.30479, 20.03870], [-7.94631, 7.89228, 19.44064], [-7.61186, 6.57335, 19.36777], [-8.53046, 5.66138, 19.85097], [-9.72141, 6.06853, 20.42763], [-12.33893, 9.54830, 21.70337], [-10.63248, 9.81205, 21.56325], [-9.10842, 9.36081, 20.22159], [-7.26721, 8.55919, 18.91340], [-8.21379, 4.58102, 19.93953], [-10.44696, 5.37888, 20.85643], [-1.79986, 8.47847, 20.12534], [-3.44249, 8.98536, 19.58353], [-3.19328, 9.41326, 17.76322], [-4.13502, 10.43841, 20.51651], [-4.69620, 7.57720, 19.90277], [-1.03670, 9.14780, 19.84380], [-1.49919, 7.43809, 19.74000], [-1.81482, 8.35654, 21.24140], [-2.20736, 9.72598, 17.47259], [-3.71193, 10.38029, 17.61561], [-3.51614, 8.63352, 17.06236], [-4.19096, 10.27122, 21.62209], [-5.10480, 10.70980, 20.11190], [-3.41904, 11.27940, 20.40765], [-5.48416, 8.04029, 20.62790], [-4.08397, 6.90848, 20.53821], [-8.82804, 1.73820, 16.48993], [-8.56125, 3.18261, 16.74117], [-9.70663, 4.05409, 17.00963], [-7.29643, 3.47673, 17.07774], [-6.33173, 2.38795, 17.18852], [-6.88709, 4.68429, 17.28191], [-8.22216, 1.42316, 15.54519], [-9.88929, 1.62318, 16.32484], [-8.53493, 1.17402, 17.42595], [-10.57322, 3.52709, 16.57422], [-9.66110, 5.06842, 16.66207], [-9.77637, 4.18886, 18.07578], [-5.36191, 2.77167, 17.37195], [-6.46896, 1.75391, 16.33634], [-6.68572, 1.78655, 17.99587]], "forces_ev_per_angstrom": [[2.4099, -0.6803, 0.8586], [0.1548, -0.2546, 0.4607], [1.8318, -1.0240, 0.9674], [-1.4851, 0.2796, -1.5118], [0.0490, -0.5084, 0.9007], [-0.0932, 0.3439, 1.0724], [0.7782, 0.0120, -0.5375], [0.6044, -0.7372, -0.9011], [0.2452, 1.4532, -0.4137], [-1.6987, -0.4650, 0.7046], [-0.5160, 0.7806, 0.4436], [-1.6639, 1.7901, -0.9599], [0.8197, -0.0827, -0.5227], [0.8752, -0.0931, 1.4704], [0.0537, -1.9751, -0.3521], [-1.1737, -0.2515, -1.3705], [1.0702, 0.5968, 1.4259], [-1.3232, -0.0213, -1.0496], [0.7256, -0.9720, -0.2881], [0.8553, -0.6010, -0.2330], [-0.5227, 1.6608, -0.4083], [-0.4174, 1.1328, 0.3486], [0.0772, 0.4985, 0.1071], [-1.0056, 0.2248, -0.8441], [0.6142, -0.4311, 0.9883], [-0.2969, -3.1006, -0.9536], [-2.7889, 0.8181, 1.5997], [1.9821, 1.4114, -0.7164], [-0.9027, -0.3881, 0.0341], [0.1355, 1.6878, 0.7748], [1.7730, -2.0610, -1.2806], [-2.0714, -0.4262, 0.6096], [1.3381, 0.0021, 0.4987], [0.0214, -0.3839, 0.1686], [0.1124, -0.0492, 0.2272], [0.7395, 0.8771, 0.1029], [-0.6075, 0.4081, -0.2874], [-0.0182, 0.0348, 0.6229], [-0.2112, 1.4114, -0.4581], [0.2516, -0.0030, -0.2426], [0.4841, -2.8989, 1.7398], [-1.1700, -0.7382, -0.8521], [-0.9241, 0.9144, -0.0574], [1.1335, 0.5299, 0.8214], [-1.3383, 0.1257, 0.2872], [0.9769, 0.9066, -0.2338], [-0.5335, 1.4127, 0.3208], [0.2815, 0.1938, -0.7814], [0.8880, -0.3193, 0.2028], [-0.4821, -0.5842, -0.3855], [-0.1364, 0.3968, 0.1349], [-0.1818, -0.0879, -0.9162], [-0.1688, 0.2112, 0.0705], [-0.5617, -0.1300, -0.0862], [1.2070, -0.8352, -1.1329], [-0.1546, -0.1373, 0.0720], [1.1464, 0.0245, -0.2475], [1.2812, -0.2671, 0.2259], [-0.2957, -0.6353, -0.0814], [-0.4190, 2.1675, -0.2829], [-0.7397, -0.1275, -0.2452], [-1.3810, -1.0529, -0.4101], [-1.2915, 0.2331, 1.8278], [-0.0736, -0.1481, -0.1649], [-0.3785, 0.2228, -1.3608], [0.2453, 0.6392, 0.4734], [0.4996, 0.2876, -0.8729], [-0.5023, -0.3772, 0.5028], [0.9616, 0.0926, -0.0009], [0.7469, -0.3693, -0.5931], [0.1585, -0.5646, 0.9704]], "mulliken_charge": [0.31, -0.20, 0.80, 0.12, -0.19, 0.19, -0.20, -0.33, 0.03, -0.16, -0.10, -0.21, -0.20, -0.52, 0.67, -0.71, -0.58, 0.17, 0.50, 0.01, -0.44, 0.34, 0.34, 0.37, 0.41, -0.34, 0.19, -0.59, 1.14, -1.23, -0.82, 0.58, -0.81, -0.63, 0.25, 0.17, 0.22, 0.68, 0.60, 0.54, -1.01, 0.24, -0.90, -1.07, -0.05, 0.43, 0.20, 0.28, 0.43, 0.31, 0.02, 0.32, 0.30, 0.31, 0.37, 0.23, -0.82, 0.17, -0.92, 0.73, -1.77, -0.23, 0.25, 0.32, 0.32, 0.38, 0.24, 0.38, 0.07, 0.63, 0.49], "total_energy_ev": -171898.1355, "total_charge": 1, "e_homo_ev": -10.09}

***

Record 2
{"formula": "C23H19NO5", "method": "ωB97M-V with the def2-TZVPD basis set", "species": ["C", "C", "O", "C", "C", "C", "C", "C", "C", "C", "C", "O", "C", "O", "C", "C", "C", "C", "C", "C", "C", "C", "C", "C", "N", "C", "O", "C", "O", "H", "H", "H", "H", "H", "H", "H", "H", "H", "H", "H", "H", "H", "H", "H", "H", "H", "H", "H"], "coordinates": [[-3.25326, 0.21120, 0.63752], [-2.26528, -0.58529, 1.34993], [-2.24991, -0.62583, 2.57251], [-1.31944, -1.51267, 0.64409], [0.06444, -1.27396, 1.31298], [1.13028, -2.11930, 0.59501], [1.83269, -1.58487, -0.53156], [2.73130, -2.41578, -1.17649], [2.88501, -3.74329, -0.74782], [2.19437, -4.25675, 0.31969], [1.38611, -3.41375, 1.04419], [0.96069, -4.09063, 2.12617], [1.13371, -5.45405, 1.86326], [2.10735, -5.49137, 0.83170], [1.55506, -0.18899, -0.94010], [1.97234, 0.27329, -2.17575], [1.51199, 1.49086, -2.64554], [0.70356, 2.26475, -1.88540], [0.09820, 3.39072, -2.37931], [-0.94694, 4.00906, -1.74298], [-1.34934, 3.59268, -0.60254], [-0.74083, 2.49577, -0.03686], [0.23610, 1.78100, -0.66670], [0.78858, 0.62465, -0.05063], [0.51284, 0.22664, 1.24124], [0.53159, 1.10811, 2.40916], [-2.33090, 4.37950, -0.09779], [-2.59511, 5.37051, -1.17013], [-1.67499, 5.08752, -2.18799], [-4.07472, -0.39014, 0.18077], [-3.57736, 1.00744, 1.27785], [-2.72693, 0.78838, -0.16821], [-1.68630, -2.52450, 0.81963], [-1.27184, -1.33180, -0.43330], [-0.01280, -1.58725, 2.36246], [3.42888, -2.05092, -1.92792], [3.52725, -4.57786, -1.19203], [0.20097, -5.98917, 1.55279], [1.55150, -5.96932, 2.78040], [2.55434, -0.27167, -2.86906], [1.71580, 1.69584, -3.71700], [0.24747, 3.62697, -3.38517], [-1.09739, 2.17671, 0.93111], [1.13942, 0.71422, 3.23219], [-0.46508, 1.50054, 2.76141], [0.96929, 1.99646, 2.07837], [-3.55152, 5.27637, -1.49232], [-2.48121, 6.35998, -0.70183]], "forces_ev_per_angstrom": [[0.0472, 1.4204, -2.0655], [-0.1519, -1.5305, 1.8815], [-0.0686, 0.4875, -0.5099], [0.7225, 0.8845, -0.0584], [1.3195, 0.9524, -0.4724], [-0.4988, 0.3413, 0.9679], [-0.2468, -0.3407, 0.9643], [0.7507, -0.6774, 0.3285], [1.2355, -2.7529, -0.7226], [-0.6180, 1.9342, -0.5749], [0.3822, 1.3608, -1.4527], [-1.7715, 0.3057, 1.4969], [0.6492, -0.9608, 0.8780], [0.7633, -1.6283, -0.1941], [-0.4928, -0.7948, 2.2988], [-1.2738, 1.9861, -0.7986], [2.4496, -2.2523, -2.1781], [-1.2989, 0.2466, 0.5186], [-1.5612, 1.3838, -0.7839], [2.7515, 1.6546, -5.6645], [-1.0566, -2.3610, 5.4826], [-2.3159, 1.0667, 2.0291], [1.2051, -0.1586, 1.4223], [1.0554, -0.7243, -1.9941], [-1.4597, -2.8216, 0.4769], [-1.3051, -0.5017, -0.1337], [-0.9216, 0.7129, -0.3530], [2.6941, -0.1317, 2.5503], [0.2132, 0.2654, -0.3413], [0.6124, 0.4455, 0.4474], [-0.8171, 0.0535, 0.5675], [-0.4791, -0.8164, 0.1658], [0.2451, -0.1272, 0.0149], [0.0462, -0.0186, 0.0604], [0.1200, 0.4270, -0.2888], [-0.4267, -0.0406, -0.0363], [-0.5098, 1.8545, -0.0604], [0.4665, 0.6444, -0.0420], [-0.4639, 0.6536, -0.9552], [0.4666, -0.9490, -0.2564], [0.0025, 0.3793, 0.9303], [0.6525, 0.6916, -1.4299], [-0.0340, -0.0051, 0.0397], [-0.3482, -0.1515, -0.1779], [0.6267, -1.0798, -0.0134], [1.1983, 1.4276, -0.4838], [-2.9636, -0.5975, -1.1289], [0.4079, -0.1577, -0.3509]], "mulliken_charge": [-1.32, 0.88, -0.60, -0.63, -0.24, -0.95, 0.93, -0.98, -0.86, 0.79, 0.49, -0.53, -0.16, -0.49, 0.98, -1.02, -1.12, 0.36, -1.44, 1.21, -0.04, -1.02, 1.00, -0.01, 0.22, -1.23, -0.59, -0.31, -0.51, 0.36, 0.39, 0.22, 0.52, 0.35, 0.79, 0.39, 0.27, 0.24, 0.20, 0.37, 0.28, 0.47, 0.62, 0.30, 0.33, 0.53, 0.31, 0.25], "total_energy_ev": -35883.8073, "total_charge": 0, "e_homo_ev": -7.05}

***

Record 3
{"formula": "C17H24N4O5", "method": "ωB97M-V with the def2-TZVPD basis set", "species": ["C", "N", "C", "O", "C", "C", "C", "C", "C", "C", "O", "C", "C", "N", "C", "O", "C", "C", "C", "C", "N", "O", "N", "C", "C", "O", "H", "H", "H", "H", "H", "H", "H", "H", "H", "H", "H", "H", "H", "H", "H", "H", "H", "H", "H", "H", "H", "H", "H", "H"], "coordinates": [[-1.40693, 4.56301, -1.81850], [-1.44370, 3.08871, -1.66660], [-0.64161, 2.46298, -0.84754], [0.32404, 3.02079, -0.45144], [-1.09118, 1.20705, -0.11382], [-2.46608, 0.52578, -0.58280], [-2.80769, -0.59894, 0.36825], [-2.83149, -1.98907, -0.01725], [-3.14174, -3.00115, 0.86702], [-3.27933, -2.69829, 2.20242], [-3.19159, -3.59156, 3.21089], [-3.33669, -1.27867, 2.57910], [-3.16155, -0.26192, 1.68194], [-0.07024, 0.13272, -0.11642], [0.46253, -0.38725, -1.32280], [0.03426, -0.07857, -2.42590], [1.74169, -1.26509, -1.22869], [2.92794, -0.64864, -2.03396], [3.55676, 0.81475, -1.81199], [3.57351, 1.19446, -0.31002], [2.94964, 2.29866, 0.18085], [4.13738, 0.59834, 0.48210], [2.13620, -1.49620, 0.12011], [1.49869, -2.16628, 1.14025], [2.25741, -2.20202, 2.50832], [0.43048, -2.73190, 0.84253], [-0.76241, 4.99393, -1.05752], [-1.05753, 4.69758, -2.86470], [-2.42490, 4.98914, -1.81882], [-2.24453, 2.53730, -1.97793], [-1.14054, 1.70979, 0.80711], [-2.39610, 0.21555, -1.54948], [-3.21473, 1.18860, -0.62108], [-2.43553, -2.25312, -1.01670], [-3.02859, -4.04597, 0.54041], [-3.46726, -4.45553, 2.89400], [-3.27517, -1.00088, 3.62054], [-3.02255, 0.76445, 2.04504], [0.48762, -0.19577, 0.77043], [1.43475, -2.19702, -1.78792], [2.92223, -0.83111, -3.06239], [3.70560, -1.35808, -1.83184], [2.87613, 1.45512, -2.32033], [4.58142, 0.87161, -2.13812], [2.88334, 2.66323, 1.17167], [2.21423, 2.64217, -0.43928], [3.02598, -1.07250, 0.41036], [1.74442, -2.95169, 3.25030], [2.13343, -1.30917, 3.04135], [3.29997, -2.56933, 2.49882]], "forces_ev_per_angstrom": [[-0.4359, -1.0833, -1.8791], [-2.8576, 0.2818, -1.0335], [-1.2324, -1.2616, 0.0079], [3.7587, 1.5140, 1.4576], [-0.4783, -2.4555, -2.7387], [3.4066, -1.0522, 3.1417], [-0.8739, -1.3750, -0.7091], [0.5861, 2.4935, -0.6206], [0.5608, -0.7961, 0.0415], [0.0385, 3.4685, 0.5128], [-0.5303, -0.2568, 0.2947], [0.4215, -2.3740, 0.4661], [1.0662, -0.5148, -0.7749], [2.3954, -0.9032, 0.5030], [-0.4327, 1.6055, 1.1129], [-0.0879, -0.1397, 0.5614], [-1.4906, 0.3703, -1.1526], [1.5957, 0.2726, 1.7754], [-2.3643, -1.2768, 1.7315], [-3.1768, 4.4079, -2.6343], [-2.0238, 2.1900, -1.7376], [5.3063, -6.2627, 4.9800], [2.0767, 0.2317, 2.3304], [-0.9327, -1.5179, -1.9034], [-1.5664, -3.2133, 0.5368], [1.3821, 0.6520, 1.5899], [-0.0011, -0.0404, -0.2427], [0.2846, 0.6483, 0.8281], [0.3645, -0.3428, 0.4178], [0.2768, 0.7871, -0.0379], [-0.3707, -0.3556, 1.8986], [0.8068, -1.2797, -2.7432], [-2.9312, 2.8216, 0.4425], [-0.5827, 0.2142, 0.5606], [-0.1328, 0.4737, 0.1996], [0.1152, -0.1880, -0.0257], [-0.4706, -0.3822, 0.2978], [-0.4214, -0.3623, -0.1956], [-1.9458, 1.3770, -2.4550], [0.4543, 0.6477, 0.7864], [-1.1963, 0.1869, -1.7912], [0.8505, -0.3961, 0.7746], [-0.0725, 0.9601, -0.6986], [0.1638, -0.0772, -0.4202], [0.5233, -1.5037, -1.8257], [0.2047, 0.4163, 0.7048], [-0.4350, -0.0905, -0.4093], [0.5480, 1.1103, -1.8098], [0.2853, 1.6976, 0.4173], [-0.4289, 0.6725, -0.5332]], "mulliken_charge": [-0.98, -0.22, 0.11, -0.82, 0.21, -2.12, 0.08, -0.16, -0.60, 0.81, -0.52, -0.60, -0.48, 0.54, -0.34, -0.69, 0.60, -1.53, -0.47, 0.37, -0.29, -0.61, -0.29, 0.67, -1.32, -0.57, 0.36, 0.30, 0.31, 0.26, 0.62, 0.83, 0.98, 0.25, 0.24, 0.31, 0.34, 0.34, 0.08, 0.44, 0.64, 0.49, 0.33, 0.46, 0.25, 0.12, 0.23, 0.33, 0.35, 0.35], "total_energy_ev": -34215.4724, "total_charge": 0, "e_homo_ev": -8.04}